(a)
This record from OMol25 describes a 2-piece molecular cluster, C3H6N2O overall. The level of theory is wB97M-V/def2-TZVPD.

## Properties
HOMO   -9.16 eV
LUMO level   0.46 eV
HOMO-LUMO gap   9.618 eV

Structure (XYZ):
```
12
Properties=species:S:1:pos:R:3:mulliken_charge:R:1
N 0.01583 0.48218 1.96300 -0.2889
O -1.33017 -0.86496 -0.53563 -0.5069
H 1.33163 1.44937 0.91551 0.1708
C -0.07352 -0.90808 -1.16770 -0.2534
H -1.31419 -0.11759 0.07809 0.3362
C 1.14883 0.42355 1.29191 -0.3785
H 0.75339 -0.84123 -0.43956 0.2095
C 0.09887 0.19333 -2.14183 0.3366
H -0.32063 -0.35613 2.42581 0.2651
H -0.53959 1.31802 2.15481 0.2384
N 0.22905 1.08927 -2.85975 -0.3839
H 0.00049 -1.86774 -1.68464 0.2550
```

***

(b)
This record from OMol25 describes a single C3H6N2O molecule. The level of theory is wB97M-V/def2-TZVPD.

## Properties
HOMO   -10.31 eV
LUMO level   0.93 eV
HOMO-LUMO gap   11.245 eV

Structure (XYZ):
```
12
Properties=species:S:1:pos:R:3:mulliken_charge:R:1
C 0.81645 -0.74470 -0.69545 0.0238
N 0.98620 -1.09061 0.50717 -0.4434
C 0.38311 -0.17988 1.51078 -0.6979
N 0.14642 0.46516 -1.02351 -0.3466
H 1.19253 0.17831 2.14508 0.2960
H -0.30968 -0.79252 2.08555 0.2809
H -0.19525 0.70699 1.19167 0.2502
H 0.57232 1.32499 -0.70167 0.3195
O -1.87951 1.50082 -1.13646 -0.5279
H -1.64048 -0.53228 -1.19605 0.3318
H 1.14454 -1.32568 -1.56155 0.3781
C -1.21664 0.48941 -1.12557 0.1355
```

***

The structure with the least stability is (a).

***

(a)
This record from OMol25 describes a single C3H6N2O molecule. The level of theory is wB97M-V/def2-TZVPD.

## Properties
HOMO (spin up / spin down)   -8.15 / -8.21 eV
LUMO level (spin up / spin down)   0.08 / 0.15 eV
HOMO-LUMO gap (spin up / spin down)   8.238 / 8.358 eV

Structure (XYZ):
```
12
Properties=species:S:1:pos:R:3:mulliken_charge:R:1
H 1.59854 1.23001 -0.45110 0.2330
N -0.33337 -0.16109 0.16962 0.0987
H -0.38218 1.72598 1.15960 0.3517
C -0.76225 1.12718 0.33390 -0.7421
N 1.88858 0.27558 -0.29690 -0.3733
H -1.47525 1.53751 -0.36721 0.3139
C -1.49205 -0.84442 0.17559 -0.5350
H -1.73207 -1.53133 -0.63380 0.2694
C 0.93816 -0.68841 -0.17340 0.4299
O 1.09876 -1.88048 -0.30665 -0.5785
H 2.78265 -0.02110 -0.65272 0.2492
H -2.12952 -0.76944 1.04308 0.2829
```

***

(b)
This record from OMol25 describes a single C3H6N2O molecule. The level of theory is wB97M-V/def2-TZVPD.

## Properties
HOMO   -9.93 eV
LUMO level   0.30 eV
HOMO-LUMO gap   10.228 eV

Structure (XYZ):
```
12
Properties=species:S:1:pos:R:3:mulliken_charge:R:1
C 0.65111 0.29443 0.14839 0.3799
H -2.00146 -0.09082 1.02527 0.2465
O 0.83989 -0.83728 0.97622 -0.5441
H -1.11861 1.26850 -0.64936 0.3536
N 2.52356 0.26407 -1.70432 -0.3942
H 0.71397 1.22132 0.72905 0.2718
C 1.72114 0.30869 -0.87199 0.0775
N -1.72921 -0.55003 0.16105 -0.6185
H 1.07393 -0.54592 1.86642 0.3264
H -0.63432 -0.14835 -1.56438 0.3668
C -0.75031 0.24179 -0.54842 -0.7527
H -1.28968 -1.42639 0.43207 0.2870
```

***

The structure with the least stability is (a).

***

(a)
This record from OMol25 describes a single C3H6N2O molecule. The level of theory is wB97M-V/def2-TZVPD.

## Properties
HOMO   -9.52 eV
LUMO level   0.29 eV
HOMO-LUMO gap   9.813 eV

Structure (XYZ):
```
12
Properties=species:S:1:pos:R:3:mulliken_charge:R:1
H 0.09750 1.12475 -1.69824 0.3338
C -0.69162 -0.28930 1.92457 0.1182
N -0.19742 -0.51769 -0.41197 -0.1947
H -1.08157 -1.00358 -0.34880 0.2938
H 1.24798 -0.21568 -1.92501 0.2831
H -0.42669 -0.39003 -2.46824 0.3393
H 1.77813 0.97059 0.19202 0.2466
H -0.38109 0.17637 2.87617 0.3656
O -1.68040 -0.97574 1.80826 -0.5158
C 0.20718 0.03091 -1.68554 -0.9965
C 0.21042 0.03716 0.76323 0.4094
N 1.20865 0.79497 1.02155 -0.6828
```

***

(b)
This record from OMol25 describes a 3-piece molecular cluster, C3H6N2O overall. The level of theory is wB97M-V/def2-TZVPD.

## Properties
HOMO   -10.41 eV
LUMO level   -0.45 eV
HOMO-LUMO gap   9.965 eV

Structure (XYZ):
```
12
Properties=species:S:1:pos:R:3:mulliken_charge:R:1
H -1.32103 -1.22153 1.02307 0.0524
N 0.31133 1.06801 -2.41529 -0.3789
H 1.58981 -0.82866 -0.80225 0.3525
H -0.66578 -1.58540 1.13022 -0.0179
O 0.96926 -1.22831 1.13324 -0.4186
C 1.60425 -0.63877 0.29358 -0.2995
H -2.14937 0.26465 -0.76228 0.2536
C -0.63744 1.01824 -0.00135 -0.1959
H 2.34773 0.03317 0.71503 0.3393
H -0.16784 1.47088 0.86272 0.4662
C -0.05384 1.04306 -1.32089 0.3576
N -1.82707 0.60466 0.14421 -0.5108
```

***

The structure with the least stability is (b).

***

(a)
This record from OMol25 describes a 2-piece molecular cluster, C3H7BrSi overall. The level of theory is wB97M-V/def2-TZVPD.

## Properties
HOMO   -8.66 eV
LUMO level   -0.54 eV
HOMO-LUMO gap   8.118 eV

Structure (XYZ):
```
12
Properties=species:S:1:pos:R:3:mulliken_charge:R:1
C 0.98173 0.02342 -1.84223 -0.6723
C -1.75395 -0.51503 0.78656 -0.7594
H -1.40089 -1.52809 0.68280 0.2692
C 1.38205 -0.15010 -0.62004 -0.2640
H 0.83718 0.42865 2.01487 -0.0751
H 2.03038 -0.91475 -0.49024 0.4641
H 1.40525 -0.62109 -2.64205 0.2171
Br -2.20084 -0.38262 2.82731 -0.2208
H 0.15619 0.66037 -2.18918 0.2216
Si 0.52015 0.96649 0.65902 0.5317
H 0.74814 2.41298 0.35489 -0.0662
H -2.70539 -0.38023 0.45830 0.3542
```

***

(b)
This record from OMol25 describes a 2-piece molecular cluster, C3H7BrSi overall. The level of theory is wB97M-V/def2-TZVPD.

## Properties
HOMO   -8.44 eV
LUMO level   -0.41 eV
HOMO-LUMO gap   8.031 eV

Structure (XYZ):
```
12
Properties=species:S:1:pos:R:3:mulliken_charge:R:1
C 0.86598 0.53898 1.45039 -0.6066
H 1.24631 0.92282 2.41968 0.2297
H 1.64534 0.13537 0.81929 0.2443
H -1.01623 1.46578 1.79697 0.2289
C -0.34869 0.83501 0.99553 -0.1273
H -0.83329 -2.82248 -0.42798 0.2813
C -1.31062 -2.05904 -1.10086 -0.7305
Br -0.79056 -2.35474 -3.03414 -0.1881
H -2.35295 -2.27118 -1.22715 0.2759
H -2.18712 1.28756 -1.14324 -0.0761
Si -0.85084 0.66290 -0.83053 0.5096
H 0.27124 1.05171 -1.84892 -0.0411
```

***

The structure with the least stability is (a).

***

(a)
This record from OMol25 describes a single C22H28N4O4S molecule. The level of theory is wB97M-V/def2-TZVPD.

## Properties
HOMO   -8.61 eV
LUMO level   0.61 eV
HOMO-LUMO gap   9.219 eV

Structure (XYZ):
```
59
Properties=species:S:1:pos:R:3:mulliken_charge:R:1
C -4.37059 0.17220 -1.27766 -0.4667
C -6.94013 -0.66090 1.37712 -1.1098
H -4.47469 -0.54442 2.49704 0.4094
O 0.08496 -0.05750 -1.93892 -0.6538
C -3.23492 -0.09287 0.82281 0.5334
C -1.15942 -1.85897 -0.96712 -0.5776
C -7.19817 -2.16896 1.34794 -1.1079
H 0.86369 2.39909 1.93387 0.3114
H -6.91976 -0.31978 2.41388 0.3516
C 4.09220 2.09475 1.64294 -0.5467
O -0.01772 -0.60454 1.18215 -0.7370
H 4.12222 2.20507 2.73060 0.3018
H -1.45905 -2.44738 -1.83634 0.3793
H 4.95210 3.84318 0.65781 0.4292
H 0.07027 -3.34652 0.04955 0.4715
C -0.95165 -0.41732 -1.40863 0.3527
C 0.17862 -2.37132 -0.42665 -0.6643
H -0.50811 1.16614 0.48698 -0.1080
H 2.63252 3.85955 -0.78629 0.4479
H 0.91635 3.71824 0.72982 0.5010
N 2.93467 -3.14172 -0.44548 -0.4036
N 2.05369 -1.30061 0.76749 -0.0106
N -1.96287 0.45956 -1.19159 0.5323
C -5.57763 -0.07886 -0.65253 -0.7926
H -2.32020 -0.09823 1.39587 0.5488
N -0.27297 2.11771 0.23435 0.1846
H 1.89682 1.25722 -0.46976 0.0971
C 0.91404 2.63550 0.86918 -1.4305
O 2.94105 1.33434 1.29425 -0.5131
H 4.98222 1.53928 1.32000 0.2548
H -6.48958 -0.06971 -1.23188 0.3722
C 0.70291 -1.37404 0.57225 0.3531
C -3.19118 0.16151 -0.54338 -0.9582
H 3.80122 2.55584 -1.06112 0.3524
O -0.33576 3.69756 -1.37712 -0.7094
H 0.90215 -2.47182 -1.23478 0.4663
C 3.16012 3.03316 -0.31885 -0.8866
C -0.70611 2.63065 -0.93140 0.4697
H 4.16445 -4.52331 -1.42423 0.4148
C 5.20458 -2.82660 -0.56941 -0.2504
C 3.97820 3.42948 0.90726 -0.6036
C -5.63353 -0.34116 0.71047 0.9190
H -7.23439 -2.52695 0.32146 0.3222
C 4.13521 -3.59811 -0.87880 -0.6769
H 3.42886 4.15117 1.51230 0.2271
H -7.75441 -0.14655 0.86334 0.3648
H 6.23792 -2.98605 -0.79761 0.4289
S 4.70446 -1.43003 0.31326 -0.0845
C -4.44783 -0.34748 1.43507 -1.0534
H -2.72717 2.35367 -1.58872 0.4247
C -1.77978 1.81762 -1.66909 -0.5689
C 3.04892 -2.02725 0.18758 0.4272
C 2.19862 2.00394 0.27376 1.0019
H -6.40277 -2.69897 1.86696 0.3244
H -4.33659 0.37575 -2.33786 0.5342
H -1.93870 -1.92715 -0.21165 0.3471
H 2.36107 -0.47463 1.28910 0.3481
H -1.47164 1.80343 -2.72027 0.3290
H -8.14403 -2.40223 1.83092 0.3804
```

***

(b)
This record from OMol25 describes a single C22H28N4O4S molecule. The level of theory is wB97M-V/def2-TZVPD.

## Properties
HOMO   -8.00 eV
LUMO level   0.58 eV
HOMO-LUMO gap   8.582 eV

Structure (XYZ):
```
59
Properties=species:S:1:pos:R:3:mulliken_charge:R:1
C -5.82849 -0.85960 2.51308 -1.6314
S -2.32337 3.12250 0.53888 -0.1933
C -1.08925 -1.50870 0.06648 -1.1254
H 5.07267 2.35335 -0.45048 0.4919
C -5.67844 -0.30166 1.00915 -0.2191
H -3.31437 0.30228 1.58372 0.8640
H -1.21941 -2.91758 -1.57499 0.2018
H 6.64316 0.49375 -1.08896 0.6653
O 1.67830 1.05123 -1.60416 -0.4977
H -3.78521 -2.82458 -1.21766 1.1125
H 5.50452 1.75393 2.42887 0.3463
H -6.80238 -0.13599 0.81390 0.3440
H -5.28167 0.64743 1.12379 0.1687
C 5.10162 0.86425 1.94931 -0.8047
C -1.59842 -0.44910 0.65387 0.4901
C 1.79878 -0.16287 1.23511 0.5732
H 0.41015 -1.72669 1.89426 0.3529
C -3.72789 -1.20409 0.09587 0.5611
N -2.51866 1.56743 -1.80766 -0.3890
H -4.69583 3.40268 -0.12456 0.6680
C -1.62262 2.09209 -0.78592 0.1183
C 6.11022 -0.05059 0.97446 -0.6284
C -3.17570 -2.28215 -0.89087 -2.4766
C -3.82811 2.89641 -0.25588 -0.6594
H -0.34442 0.40007 -3.51758 0.5092
O 2.36157 -1.87638 -1.15430 -0.5080
H -4.95964 -0.94725 2.89822 0.5071
H -0.06132 -1.98590 -3.05236 0.7432
H 6.15568 -1.21696 1.18866 0.3090
C 0.54646 0.86081 -1.69358 0.4025
C -0.28538 -0.00307 -2.49117 -0.8962
O 1.26402 1.09906 1.63283 -0.7822
H -4.46021 1.65061 -2.00813 0.4898
H 1.45504 -1.24904 -3.23966 0.6853
H 1.90306 -2.22978 1.12037 0.5655
C 4.65725 1.38918 -0.50141 -0.7083
C 0.55526 -1.30859 -2.76557 -1.6823
C 1.10390 -1.48768 0.96841 -1.1509
N 3.15558 -0.12019 0.75133 0.0419
C 1.19246 -1.82045 -1.39872 0.5478
H 0.31248 2.16373 -0.25030 0.3499
H -6.30961 -1.74830 2.43547 0.4126
N 0.29907 -1.40881 -0.26764 0.5412
H 7.11802 0.41502 1.03401 0.3523
H 5.48515 -0.80783 -0.91064 0.0963
H 3.76817 1.27959 -1.14717 0.2186
C -1.88757 -2.30955 -0.78426 0.0642
H -1.19825 0.05898 -2.29763 0.6184
H 5.02374 0.07880 2.89451 0.2103
H -6.49033 -0.26639 2.99693 0.5121
N -0.14091 1.96541 -1.01475 -0.0632
C 3.98257 1.07182 0.98469 -0.4113
C -3.84387 2.06626 -1.23672 -0.3599
O -4.98343 -1.04313 0.08339 -0.3919
H -1.00601 0.37623 1.38774 0.1322
H 3.42294 1.90389 1.28613 0.7889
C 5.90039 0.18869 -0.51398 -0.8129
C -3.00476 -0.34596 0.80191 -0.0230
H 3.48334 -0.91664 0.70132 0.3587
```

***

The structure with the least stability is (b).

***

(a)
This record from OMol25 describes a 5-piece molecular cluster, H12NO4 overall. The level of theory is wB97M-V/def2-TZVPD.

## Properties
Charge   +1
HOMO   -14.58 eV
LUMO level   -3.11 eV
HOMO-LUMO gap   11.472 eV

Structure (XYZ):
```
17
Properties=species:S:1:pos:R:3:mulliken_charge:R:1
H 0.94347 4.19387 0.24415 0.3471
H 0.13276 3.94685 -1.04470 0.3459
H 0.44465 0.52006 -0.58296 0.3634
H 0.91201 -4.62703 0.31830 0.3257
O -1.76925 0.28089 2.33315 -0.6665
O 0.17758 3.72688 -0.10759 -0.7147
H -0.50912 0.32028 0.75490 0.3995
H 0.02944 1.89274 0.16260 0.3783
H -1.10554 0.93533 -0.72237 0.3505
H 0.76336 -4.99053 -1.16675 0.3229
N -0.33785 0.94421 -0.05094 -0.4218
O 1.32370 -0.86985 -1.31870 -0.6926
H -2.28150 0.98353 1.90770 0.3184
O 0.78557 -4.24733 -0.55854 -0.6344
H -2.50532 -0.12608 2.81421 0.3352
H 1.43501 -1.67333 -0.78589 0.3200
H 1.56102 -1.21050 -2.19657 0.3230
```

***

(b)
This record from OMol25 describes a 5-piece molecular cluster, H12NO4 overall. The level of theory is wB97M-V/def2-TZVPD.

## Properties
Charge   +1
HOMO   -14.59 eV
LUMO level   -3.20 eV
HOMO-LUMO gap   11.393 eV

Structure (XYZ):
```
17
Properties=species:S:1:pos:R:3:mulliken_charge:R:1
H 4.03477 1.48176 0.05835 0.3209
H 3.70302 0.39015 1.11987 0.3181
O -0.84037 -0.34258 -1.97991 -0.6806
H -0.87266 -0.35832 -2.94792 0.3307
H -3.92993 -0.28108 -1.40773 0.3077
H -1.66841 0.14928 -1.85869 0.3247
H -4.59366 -0.64956 -2.67984 0.3147
O 0.58241 -1.44977 2.44962 -0.6114
H 1.42256 0.32653 0.69873 0.3875
H -0.11187 0.36372 -0.05197 0.2816
H 0.12783 0.73540 1.59365 0.3805
H 0.68068 1.76930 0.45128 0.3764
O -3.77112 -0.25835 -2.35990 -0.6247
N 0.50258 0.78232 0.64483 -0.4031
O 3.31906 1.07233 0.55311 -0.6541
H 0.84827 -2.36719 2.30454 0.3110
H 0.56683 -1.36393 3.41197 0.3202
```

***

(c)
This record from OMol25 describes a 5-piece molecular cluster, H12NO4 overall. The level of theory is wB97M-V/def2-TZVPD.

## Properties
Charge   +1
HOMO   -15.25 eV
LUMO level   -3.02 eV
HOMO-LUMO gap   12.238 eV

Structure (XYZ):
```
17
Properties=species:S:1:pos:R:3:mulliken_charge:R:1
H 0.20123 -2.30034 3.33438 0.3363
H -1.44750 -1.80795 -1.91395 0.3191
H 2.05688 -1.19710 -3.19912 0.3288
H 1.10639 0.60878 0.39499 0.3696
H 0.29400 -0.44802 1.56403 0.4290
O -0.16016 -1.68462 2.67910 -0.6951
H -0.28794 -0.20459 0.07158 0.2637
H -0.69530 -2.23180 2.09135 0.3334
H -0.03111 3.33435 1.13817 0.3350
H -0.29339 1.07997 1.19014 0.4052
H -0.58949 -0.51453 -2.24868 0.3527
H 1.60688 0.08112 -3.78187 0.3371
O -1.18507 -0.93651 -1.61496 -0.7060
O 1.56133 -0.40502 -2.94426 -0.6593
N 0.24682 0.28058 0.81319 -0.3840
O -0.84677 2.88961 1.39359 -0.7010
H -1.53681 3.45610 1.03232 0.3355
```

***

The structure with the least stability is (b).

***

(a)
This record from OMol25 describes an isolated ion of composition C2H4ClN2 and charge +1. The level of theory is wB97M-V/def2-TZVPD.

## Properties
Charge   +1
HOMO (spin up / spin down)   -14.81 / -14.81 eV
LUMO level (spin up / spin down)   -6.74 / -6.74 eV
HOMO-LUMO gap (spin up / spin down)   8.071 / 8.071 eV

Structure (XYZ):
```
9
Properties=species:S:1:pos:R:3:mulliken_charge:R:1
H 1.80871 0.53286 0.17270 0.3172
H 0.99618 -0.17602 -1.36692 0.3399
H 0.63037 -1.56692 1.34811 0.3084
N -0.26071 -1.10590 1.09383 -0.6499
N -0.28990 -0.18617 0.28504 0.6672
Cl -2.75359 0.07992 -0.52943 0.1480
C 0.81539 0.46686 -0.44595 -0.6474
C -1.45528 0.51360 0.22204 0.1886
H 0.50883 1.44177 -0.77942 0.3280
```

***

(b)
This record from OMol25 describes C2H4ClN2 as an isolated structure. The level of theory is wB97M-V/def2-TZVPD.

## Properties
Charge   +1
HOMO   -15.59 eV
LUMO level   -5.98 eV
HOMO-LUMO gap   9.610 eV

Structure (XYZ):
```
9
Properties=species:S:1:pos:R:3:mulliken_charge:R:1
H 1.12600 2.42379 -0.65603 0.2861
H -0.80462 -2.13266 0.98273 0.2881
H -0.42755 1.96512 -0.23147 0.2810
H -0.86076 -2.23253 -0.88340 0.2853
C 1.07310 0.16546 -0.16555 0.4344
C -0.49719 -1.73871 0.01845 -0.1435
N 0.55703 1.92463 0.01973 -0.4855
N 0.23593 -0.74008 -0.04147 0.0367
Cl 2.71223 0.04275 -0.26240 0.0174
```

***

The structure with the least stability is (a).